Record 1
A structure of composition C26H40N2O7PPtSbSe in a non-equilibrium geometry, computed with wB97M-V/def2-TZVPD.

Structure (XYZ):
```
79
Properties=species:S:1:pos:R:3:forces:R:3:mulliken_charge:R:1
Pt 0.808 -0.411 0.849 -0.988 0.822 1.301 2.9451
O 1.811 -3.429 5.423 -0.071 -0.039 0.047 -0.6557
C 2.769 -2.492 5.538 0.068 0.174 -0.134 0.3800
C 3.593 -2.526 6.664 -0.008 -0.107 0.031 -0.6839
C 4.614 -1.610 6.813 -0.007 0.034 0.001 -0.3460
C 4.837 -0.629 5.851 0.065 -0.014 -0.013 -0.7694
C 4.001 -0.562 4.756 -0.119 -0.008 0.043 -0.5353
C 2.955 -1.473 4.587 -0.031 0.070 0.141 0.3789
C 2.042 -1.265 3.436 -0.508 -0.089 -0.059 0.8790
O 1.995 -0.127 2.890 0.501 0.276 -0.107 -0.9307
N 1.266 -2.291 3.105 0.541 -0.491 0.615 -0.8535
N 0.572 -2.202 1.944 -0.601 1.964 -0.559 0.0243
C -0.374 -3.063 1.748 0.399 0.161 -0.104 -0.2644
C -1.135 -3.287 0.559 -0.406 0.292 -0.408 0.4778
C -1.881 -4.484 0.510 0.131 0.004 0.069 -0.8114
C -2.571 -4.877 -0.606 -0.091 -0.099 -0.128 -0.8363
C -2.508 -4.077 -1.754 0.028 -0.008 0.143 -0.5410
C -1.819 -2.894 -1.739 0.280 0.175 0.066 -1.0038
C -1.168 -2.414 -0.570 -0.390 -0.827 0.099 0.7681
O -0.682 -1.216 -0.587 0.429 0.959 -0.305 -0.3280
H 1.379 -3.291 4.548 0.048 -0.021 0.012 0.5743
H 3.413 -3.291 7.407 0.002 -0.021 -0.028 0.4153
H 5.246 -1.658 7.691 0.002 -0.021 -0.002 0.3736
H 5.653 0.072 5.961 -0.013 0.011 0.003 0.4067
H 4.127 0.200 3.999 0.005 0.018 0.009 0.4471
H -0.550 -3.755 2.568 0.257 -0.125 -0.033 0.3474
H -1.872 -5.119 1.389 -0.021 -0.004 -0.002 0.3843
H -3.128 -5.804 -0.619 0.025 0.000 0.056 0.3815
H -3.006 -4.392 -2.663 0.007 -0.009 -0.002 0.4383
H -1.732 -2.273 -2.620 0.021 -0.152 0.069 0.5468
C -2.032 1.626 1.468 0.285 -0.247 -0.097 -1.1669
P -0.492 1.027 2.243 -0.217 -0.496 -0.268 0.9684
C -1.058 0.509 3.897 0.321 -0.315 -0.331 -1.3980
C 0.475 2.532 2.568 0.260 -0.350 -0.200 -1.4097
H -2.465 2.440 2.051 0.026 0.014 0.038 0.5490
H -2.744 0.803 1.403 0.011 -0.005 -0.044 0.3532
H -1.798 1.967 0.462 -0.077 0.038 0.029 0.0139
H -1.574 1.350 4.360 -0.005 0.030 -0.006 0.4877
H -0.199 0.221 4.501 0.003 0.025 0.001 0.3290
H -1.734 -0.341 3.821 -0.033 0.010 -0.020 0.3598
H -0.182 3.389 2.708 -0.091 -0.034 0.029 0.4813
H 1.143 2.703 1.725 -0.012 0.091 0.008 0.1243
H 1.083 2.363 3.455 0.020 -0.014 -0.016 0.4495
O 2.953 -0.445 0.024 -0.187 -0.979 0.477 -0.5786
Se 2.408 0.555 -1.137 1.914 -0.273 -1.124 1.0835
O 3.523 1.436 -1.831 0.421 0.742 -0.240 -0.7904
O 1.245 1.465 -0.359 -1.014 -0.917 1.669 -0.9573
O 1.550 -0.311 -2.234 -0.658 0.096 -0.410 -0.5661
C -3.445 1.495 -1.875 -0.158 0.035 -0.131 -1.2106
C -2.697 1.114 -3.129 1.149 -0.072 0.495 0.3439
C -3.135 -0.200 -3.722 -0.118 0.044 -0.075 -1.6659
Sb -0.414 1.013 -2.577 -0.903 0.247 -1.320 -0.2948
C 0.258 0.760 -4.668 -0.178 -0.121 0.493 0.4408
C 0.327 -0.719 -5.039 -0.026 0.088 0.057 -1.3335
C 1.603 1.435 -4.906 -0.084 -0.006 0.086 -1.4506
C -0.013 3.215 -2.502 -0.066 -0.499 0.302 0.6414
C -0.658 3.905 -3.695 0.034 -0.153 -0.024 -1.5620
C -0.467 3.853 -1.195 0.070 -0.045 -0.105 -1.3727
H -4.518 1.594 -2.078 0.007 -0.014 0.032 0.4657
H -3.095 2.447 -1.472 -0.069 -0.025 0.049 0.2111
H -3.320 0.721 -1.114 -0.032 0.034 0.025 0.0962
H -2.661 1.914 -3.871 -0.077 -0.001 0.012 0.5574
H -3.003 -1.009 -3.003 -0.152 0.125 -0.120 0.3419
H -2.583 -0.435 -4.632 -0.055 -0.055 0.019 0.2956
H -4.201 -0.161 -3.978 0.011 -0.006 -0.015 0.4595
H -0.531 1.249 -5.251 0.004 0.003 0.038 0.6055
H 1.088 -1.216 -4.438 -0.021 -0.051 -0.044 0.2129
H 0.600 -0.814 -6.094 0.013 -0.057 0.004 0.4774
H -0.624 -1.233 -4.892 0.061 -0.037 -0.007 0.2459
H 2.355 1.039 -4.224 0.055 0.012 -0.066 0.2314
H 1.564 2.516 -4.772 0.030 -0.012 -0.015 0.2900
H 1.931 1.235 -5.931 0.026 0.022 0.000 0.4961
H 1.076 3.254 -2.562 -0.003 0.000 -0.044 0.5645
H -1.747 3.869 -3.622 0.023 0.063 -0.027 0.3144
H -0.361 3.465 -4.647 -0.046 0.067 -0.006 0.3377
H -0.363 4.958 -3.703 -0.012 0.010 -0.031 0.4767
H -1.557 3.885 -1.124 0.023 0.018 0.013 0.2873
H -0.107 4.885 -1.145 -0.027 0.009 -0.005 0.4730
H -0.063 3.318 -0.342 -0.001 0.041 0.096 0.0820
```
Forces are in eV/Å.

Calculated values
net charge = 0
HOMO (spin up / spin down) = -6.63 / -6.65 eV
gap between HOMO and LUMO (spin up / spin down) = 3.8666 / 3.9086 eV
energy relative to the best compared isomer or geometry (same formula, charge and spin) = 118.0 kcal per mole
LUMO (spin up / spin down) = -2.76 / -2.75 eV

***

Record 2
A cluster of 7 separate species, C26H40O20 in total in a non-equilibrium geometry, computed with wB97M-V/def2-TZVPD.

Structure (XYZ):
```
86
Properties=species:S:1:pos:R:3:forces:R:3:mulliken_charge:R:1
O 30.458 -11.951 -7.316 2.172 1.556 -1.203 -1.0137
C 30.897 -11.037 -8.343 -0.764 -3.317 0.473 -0.5153
C 32.361 -10.991 -8.891 1.083 -1.992 1.092 1.2334
O 33.147 -12.050 -9.441 -2.820 1.881 2.139 -0.9520
H 30.583 -10.035 -8.049 0.964 0.448 -0.183 -1.0485
H 30.282 -11.134 -9.238 0.007 -1.017 0.652 1.5071
H 32.976 -10.613 -8.074 -0.263 0.078 -0.134 -1.3021
H 32.386 -10.167 -9.603 -1.054 0.504 -0.027 -0.6901
C 35.868 -11.076 -8.093 0.768 -0.066 -0.002 -2.1194
C 35.571 -10.890 -9.546 -0.962 -0.975 0.752 1.1132
C 34.680 -9.746 -9.935 1.514 -2.650 1.944 -0.2724
O 35.313 -9.299 -11.151 -0.814 2.100 0.779 -0.6222
C 36.558 -9.718 -11.171 3.247 2.422 -0.821 0.5993
O 37.435 -9.203 -11.876 -1.885 -1.676 1.145 -0.7483
O 36.760 -10.597 -10.217 2.435 -0.284 -0.520 -0.4602
H 36.381 -10.192 -7.715 -0.409 0.416 0.364 0.4498
H 36.646 -11.833 -7.990 -0.158 -0.435 -0.056 0.4837
H 34.992 -11.382 -7.521 0.689 0.188 -0.716 0.2405
H 35.131 -11.804 -9.945 0.951 1.044 0.789 -1.0955
H 34.527 -9.024 -9.133 2.502 -1.779 -0.503 0.7839
H 33.690 -10.157 -10.130 2.261 0.410 0.888 -0.7234
C 29.817 -9.554 -5.436 -3.760 0.186 0.726 -1.5276
C 29.009 -9.240 -6.667 0.154 0.071 -0.464 2.1476
C 28.436 -10.455 -7.448 0.463 0.840 0.190 0.2719
O 27.075 -10.058 -7.642 -0.972 -0.896 -0.731 -0.3863
C 26.747 -9.056 -6.894 -1.634 1.975 2.514 0.4136
O 25.610 -8.705 -6.578 1.766 -0.546 -1.144 -0.6777
O 27.842 -8.426 -6.357 -0.474 -0.958 -0.472 -0.5790
H 29.067 -9.934 -4.743 0.136 -0.717 0.225 0.4168
H 30.225 -8.683 -4.924 -1.317 -0.190 -0.621 0.3528
H 30.602 -10.249 -5.732 -3.393 0.159 1.617 0.0676
H 29.616 -8.640 -7.345 -1.415 -0.830 0.765 -0.5508
H 28.565 -11.421 -6.960 -0.399 0.247 -0.009 0.3473
H 28.921 -10.501 -8.423 -0.914 -0.184 0.261 -0.1554
C 30.840 -7.486 -8.037 1.239 1.280 -0.702 -1.1860
C 32.158 -6.934 -8.679 -1.938 0.736 0.451 0.5734
C 33.300 -7.870 -8.729 -0.060 0.093 2.329 -0.7873
O 33.803 -7.796 -10.034 -0.909 2.505 -0.917 -0.1800
C 32.813 -7.410 -10.788 -1.888 2.373 -4.612 0.3525
O 32.682 -7.565 -12.016 1.649 2.332 3.892 -0.5477
O 31.892 -6.720 -10.054 -0.086 -0.536 -1.341 -0.3925
H 30.422 -8.312 -8.613 0.906 0.122 -0.581 0.0801
H 30.009 -6.781 -8.051 0.375 0.509 0.254 0.4040
H 31.015 -7.879 -7.035 -0.073 1.160 -0.250 0.5714
H 32.526 -5.992 -8.274 -0.543 0.220 0.268 0.4969
H 32.980 -8.889 -8.509 0.090 0.374 -0.241 0.3891
H 34.069 -7.559 -8.022 0.126 -0.172 -0.037 0.6670
C 33.755 -11.458 -5.875 0.322 0.003 -1.081 -2.2857
C 33.584 -9.940 -6.197 -0.048 -3.700 0.705 2.3163
C 32.137 -9.684 -6.237 1.516 0.811 -1.474 0.9944
O 31.929 -8.862 -5.106 0.828 1.219 0.890 -0.3513
C 33.020 -8.640 -4.447 2.543 1.151 3.942 0.2252
O 33.172 -8.077 -3.324 -0.993 -1.667 -4.178 -0.7312
O 34.048 -9.197 -5.108 1.602 1.301 0.551 -0.5177
H 34.807 -11.725 -5.777 -0.121 0.029 0.862 0.5444
H 33.460 -12.001 -6.773 -0.270 -0.076 -0.238 0.6161
H 33.075 -11.901 -5.148 0.235 0.586 0.541 0.3522
H 33.962 -9.801 -7.210 1.179 0.932 1.063 -0.3202
H 31.521 -10.583 -6.245 1.835 -0.761 -0.857 0.6443
H 31.919 -9.129 -7.149 -0.193 -0.489 0.885 -0.8152
C 35.120 -11.861 -12.209 -0.238 -0.612 0.013 -2.2853
C 34.351 -12.913 -11.413 2.060 0.447 -0.176 1.2913
C 32.917 -13.023 -11.762 -1.366 0.906 -0.357 1.6279
O 32.733 -14.316 -12.173 0.184 -3.824 -0.799 -0.5335
C 33.906 -14.974 -12.165 -0.146 -1.580 -0.839 0.3081
O 34.083 -16.144 -12.468 -0.512 1.382 0.390 -0.6837
O 34.871 -14.145 -11.823 1.120 -1.965 -0.456 -0.6254
H 36.182 -12.070 -12.336 0.013 -0.257 0.479 0.2324
H 34.960 -10.895 -11.731 0.192 -1.459 -1.169 1.0802
H 34.661 -11.805 -13.196 0.817 -0.411 0.215 0.4998
H 34.501 -12.886 -10.334 -0.457 -0.515 -0.754 0.8706
H 32.728 -12.457 -12.674 -0.524 0.212 0.663 -0.3348
H 32.322 -12.908 -10.856 -0.169 0.704 -0.530 -0.2470
C 30.367 -10.324 -11.064 0.916 1.191 -2.413 -0.4403
C 31.408 -9.717 -12.051 -1.315 -1.802 1.633 0.0102
C 32.844 -10.163 -11.756 -2.015 1.144 -0.829 0.8774
O 33.354 -10.465 -13.043 -2.089 0.950 -1.800 -0.5240
C 32.314 -10.713 -13.915 0.823 -0.191 -1.323 0.1444
O 32.479 -11.283 -15.008 -0.924 1.909 3.338 -0.6668
O 31.154 -10.228 -13.374 0.891 -0.273 -1.164 -0.4919
H 30.615 -9.789 -10.147 -0.557 -0.385 -0.253 -1.2550
H 30.444 -11.411 -11.059 0.034 0.185 0.402 0.4389
H 29.387 -10.025 -11.436 -0.179 -0.020 0.208 0.6173
H 31.328 -8.643 -11.886 -0.665 -0.728 -1.517 0.7025
H 32.891 -11.012 -11.075 -0.174 -0.417 -0.650 0.4154
H 33.365 -9.337 -11.272 -0.749 -0.938 -2.147 0.8703
```
Forces are in eV/Å.

Calculated values
net charge = -2
HOMO = -2.26 eV
gap between HOMO and LUMO = 6.1430 eV
LUMO = 3.89 eV

***

Record 3
A structure of composition C26H41ClN4O4PSSn, computed with wB97M-V/def2-TZVPD.

Structure (XYZ):
```
79
Properties=species:S:1:pos:R:3:forces:R:3:mulliken_charge:R:1
Sn 0.463 -0.257 0.095 0.388 0.010 -0.161 1.0221
C -0.386 2.620 1.353 -0.071 0.031 0.020 -0.7916
C -0.963 1.479 2.167 -0.122 0.063 0.012 -0.8705
N 0.005 0.356 2.277 -0.222 -0.076 -0.043 -0.1083
C 1.187 0.584 3.157 0.091 0.025 0.088 -0.7894
C 2.346 1.382 2.562 0.016 -0.051 -0.008 -0.6402
S 2.904 0.733 0.954 0.012 -0.064 0.073 -0.1262
C 2.826 2.143 -0.175 0.002 -0.005 -0.066 -0.0959
C 1.496 2.912 -0.245 0.062 0.091 0.040 -0.7983
N 0.286 2.128 0.115 -0.011 -0.076 -0.163 -0.1091
H 0.335 3.188 1.936 -0.031 -0.031 -0.002 0.3448
H -1.192 3.311 1.097 0.055 -0.012 0.009 0.4638
H -1.856 1.083 1.677 0.030 0.002 0.040 0.3353
H -1.258 1.838 3.156 0.039 -0.022 -0.022 0.6913
H -0.508 -0.418 2.698 0.046 0.021 -0.035 0.0885
H 1.556 -0.403 3.445 -0.030 0.011 -0.020 0.3930
H 0.858 1.084 4.073 0.003 -0.035 -0.025 0.3720
H 3.190 1.291 3.246 -0.036 0.037 -0.001 0.5922
H 2.138 2.443 2.458 -0.018 0.018 -0.014 0.3139
H 3.070 1.691 -1.139 0.002 -0.010 -0.002 -0.2124
H 3.638 2.826 0.070 -0.009 -0.009 0.001 0.6492
H 1.387 3.287 -1.263 -0.003 -0.012 0.015 0.3682
H 1.545 3.790 0.400 0.004 -0.043 -0.024 0.4712
H -0.383 2.209 -0.644 0.043 0.037 0.002 0.2627
O -2.680 0.320 -6.350 0.053 -0.029 0.098 -0.4249
C -2.438 0.188 -5.077 0.201 -0.002 -0.233 0.4012
O -3.387 -0.073 -4.331 -0.474 0.005 -0.558 -0.2837
C -1.108 0.320 -4.499 0.246 0.059 -0.188 -0.1838
C 0.161 0.464 -5.053 -0.149 -0.151 -0.029 0.4291
Cl 0.603 0.476 -6.685 -0.050 0.011 0.053 -0.1773
N 1.043 0.501 -4.031 -0.297 0.113 0.117 -0.0069
N 0.413 0.394 -2.842 0.021 0.124 0.053 0.3891
C -0.872 0.279 -3.124 0.298 -0.028 0.020 0.2748
C -1.865 0.125 -2.050 0.279 0.079 0.161 0.4581
O -3.051 -0.068 -2.363 -0.291 -0.071 0.544 -0.4915
O -1.493 0.205 -0.837 -0.198 -0.025 0.105 -0.5517
C 2.471 0.635 -4.062 0.087 -0.066 -0.027 0.4143
C 3.073 1.535 -4.924 0.058 0.183 0.045 -0.4987
C 4.459 1.628 -4.927 0.004 -0.013 0.014 -0.8176
C 5.220 0.838 -4.078 -0.095 -0.009 0.003 -0.6449
C 4.595 -0.053 -3.212 0.008 0.052 -0.016 -0.5734
C 3.214 -0.160 -3.202 0.052 -0.161 0.036 -0.1496
H -1.892 0.515 -6.886 -0.052 -0.028 0.071 0.2956
H 2.492 2.184 -5.565 -0.016 -0.049 0.019 0.5344
H 4.939 2.329 -5.595 0.027 0.013 -0.019 0.4390
H 6.298 0.911 -4.095 0.044 0.005 0.004 0.4478
H 5.187 -0.677 -2.557 0.038 -0.035 0.016 0.4678
H 2.719 -0.880 -2.558 0.004 0.034 -0.040 0.3900
C -2.181 -5.125 -0.096 -0.014 -0.013 -0.040 -1.6823
C -1.794 -3.650 -0.285 0.042 -0.024 -0.019 0.6067
C -2.813 -2.737 0.402 -0.001 0.046 -0.011 -1.3576
P -0.070 -3.302 0.227 -0.022 0.156 0.069 -0.1309
C 1.126 -3.701 -1.101 -0.028 0.037 -0.045 1.3332
C 0.883 -5.055 -1.779 0.031 0.011 0.005 -1.5978
C 2.561 -3.555 -0.594 -0.003 0.063 -0.019 -1.4841
C 0.443 -3.956 1.859 0.034 -0.025 -0.066 0.8300
C 0.673 -5.474 1.872 0.051 0.004 0.015 -1.4291
C -0.535 -3.536 2.958 0.035 0.017 0.011 -1.4821
H -3.131 -5.293 -0.605 -0.017 0.002 -0.003 0.4711
H -2.335 -5.351 0.958 0.020 -0.017 0.020 0.3319
H -1.456 -5.823 -0.508 0.008 -0.009 0.005 0.3919
H -1.770 -3.419 -1.359 0.007 0.002 0.041 0.5948
H -2.960 -3.025 1.441 0.002 -0.005 0.041 0.3328
H -3.773 -2.840 -0.102 -0.032 -0.017 0.004 0.4953
H -2.537 -1.683 0.361 -0.009 0.014 -0.022 0.1289
H 0.936 -2.913 -1.845 -0.012 -0.041 0.033 -0.0737
H 0.990 -5.886 -1.085 -0.003 -0.027 0.018 0.2773
H 1.630 -5.186 -2.562 0.014 0.000 -0.025 0.4916
H -0.097 -5.113 -2.248 -0.044 -0.009 -0.012 0.4264
H 2.835 -4.366 0.079 0.002 -0.010 0.026 0.3772
H 2.731 -2.608 -0.072 0.011 0.000 -0.009 0.2703
H 3.246 -3.593 -1.442 0.007 -0.017 0.002 0.4845
H 1.411 -3.464 2.027 -0.041 -0.007 -0.007 0.4285
H -0.254 -6.023 1.732 -0.028 -0.013 -0.022 0.2723
H 1.076 -5.749 2.847 0.005 -0.004 0.028 0.4817
H 1.391 -5.798 1.122 0.013 -0.010 -0.017 0.3299
H -1.440 -4.139 2.930 -0.056 -0.004 -0.014 0.3100
H -0.835 -2.488 2.883 -0.016 0.007 0.024 0.1258
H -0.074 -3.690 3.932 0.005 -0.012 0.027 0.4820
```
Forces are in eV/Å.

Calculated values
net charge = +3
HOMO (spin up / spin down) = -16.96 / -16.14 eV
gap between HOMO and LUMO (spin up / spin down) = 6.4235 / 5.8980 eV
energy relative to the best compared isomer or geometry (same formula, charge and spin) = 36.4 kcal per mole
LUMO (spin up / spin down) = -10.54 / -10.24 eV